104
Properties=species:S:1:pos:R:3:forces:R:3:mulliken_charge:R:1 method="wB97M-V/def2-TZVPD" e_above_lowest_ev=1.6612 lumo_energy_ha=-0.02318 e_homo_ev=-8.98
C -1.7667 2.8900 -1.2241 0.1 3.2 2.2 -1.853
C -1.1498 2.4835 -2.4407 2.5 -1.1 -3.5 2.157
C -0.3209 3.6439 -3.1460 -6.2 -1.9 -1.8 -1.461
N 0.1461 3.3406 -4.5756 -1.8 3.4 1.1 0.570
C -1.1417 3.4360 -5.4559 1.5 3.6 -1.8 -0.792
C 0.9442 2.1852 -4.7875 -2.0 -3.7 -1.8 -1.068
C 1.6188 2.4204 -6.0870 0.9 -3.9 -2.1 -0.644
C 1.8381 3.8611 -6.2105 1.5 -0.8 4.1 -1.033
C 1.1024 4.4072 -5.0198 0.1 1.1 0.5 -0.677
H -2.2618 3.8210 -1.2906 -1.3 1.1 -0.6 0.633
H -1.2500 3.1173 -0.2882 1.1 -0.7 -0.4 -0.127
H -2.4477 2.1868 -0.9840 -2.5 -2.2 1.1 0.468
H -1.9248 1.9916 -3.1563 1.6 0.9 1.2 -0.535
H -0.3830 1.7861 -2.1128 -0.1 -1.0 -0.6 -0.633
H 0.4274 3.8939 -2.5670 4.2 1.2 2.6 0.754
H -1.1010 4.4533 -3.0792 1.2 -0.2 -1.0 0.291
H -1.7546 2.6838 -5.1845 -1.9 -2.7 0.9 0.329
H -0.9819 3.4004 -6.5844 0.5 -0.2 1.7 0.341
H -1.6991 4.4418 -5.2808 1.4 -1.7 0.1 0.344
H 0.3516 1.2442 -4.7560 -0.2 0.7 -0.4 0.363
H 1.6925 1.8786 -4.1884 2.3 0.4 3.7 0.715
H 1.0026 1.9096 -6.8048 -0.8 0.8 -1.1 0.378
H 2.5026 1.7428 -6.3005 -0.4 1.1 1.1 0.397
H 1.5220 4.2615 -7.0305 -2.1 2.2 -5.1 0.426
H 2.8646 4.1229 -6.1494 1.0 0.2 0.2 0.356
H 0.5793 5.3063 -5.1796 -1.1 1.0 -0.6 0.675
H 1.7621 4.7394 -4.2316 0.3 -0.8 0.7 0.425
B -0.1314 -0.7152 1.0838 0.6 0.0 -0.9 -0.267
F -0.5851 0.3711 0.3482 -0.2 1.1 -1.2 -0.308
F -0.6753 -1.8650 0.5091 -0.1 -0.3 0.4 -0.190
F 1.2944 -0.7842 0.9495 -0.2 0.1 0.3 0.214
F -0.5209 -0.4480 2.3639 -0.1 -0.5 1.3 -0.312
C -2.5446 -0.3622 5.8371 -0.5 4.8 -1.3 -0.163
C -1.6810 0.0483 7.0849 3.0 -0.2 3.6 0.298
N -0.9393 0.1591 8.0560 -4.8 -0.5 -6.2 -0.487
H -2.0850 0.0201 4.7650 -0.7 -0.8 3.0 -0.184
H -2.5693 -1.3860 5.7795 0.0 -2.5 0.1 0.179
H -3.6917 0.0456 5.7789 3.0 -0.8 0.7 0.341
C -2.2927 2.4878 2.4444 -4.1 3.7 7.5 2.414
C -3.2871 3.4641 1.7409 4.4 -5.7 4.3 0.156
N -4.0004 4.1396 1.2237 -3.3 3.4 -2.7 -0.467
H -2.5650 1.4374 2.9443 -0.9 2.8 -0.6 -0.484
H -1.7910 2.0816 1.7684 5.4 -2.6 -6.1 -1.902
H -1.6836 3.1282 3.2864 -1.3 -1.7 -2.5 0.364
C 1.3955 2.6691 1.3714 3.7 2.3 6.0 -0.235
C 0.9044 4.0279 1.9302 -2.3 0.7 -0.4 0.174
N 0.3349 4.9950 2.3128 2.3 -3.3 -1.3 -0.505
H 1.3231 2.3389 0.4438 -1.2 -0.3 -4.6 0.182
H 2.5570 2.7028 1.5373 -1.9 0.0 -0.2 0.393
H 1.1237 1.7962 1.9664 -0.5 0.5 0.5 -0.036
C 2.4554 -3.4581 0.3088 -3.7 -3.3 -1.9 0.110
C 2.7486 -4.5383 -0.6443 -1.7 6.2 5.6 -0.012
N 3.1245 -5.2886 -1.3376 2.8 -6.4 -6.0 -0.490
H 1.4536 -3.1812 -0.1328 0.9 0.6 1.3 -0.412
H 2.2928 -4.0291 1.2222 0.3 1.0 0.6 0.299
H 3.1757 -2.7376 0.1766 1.5 1.8 0.6 0.474
C -4.3155 -0.5971 1.1055 -4.7 0.9 0.1 0.110
C -4.6654 -0.0040 2.4502 -0.7 0.3 2.1 0.204
N -4.9783 0.3112 3.5437 1.0 -0.9 -3.5 -0.495
H -4.6558 0.0693 0.2132 0.7 -1.1 1.8 0.261
H -3.3509 -0.9032 1.0880 3.3 -0.4 -0.2 -0.445
H -4.8943 -1.5658 1.0918 0.3 1.0 -0.3 0.409
C -2.5970 -0.6766 -2.1536 7.8 -4.5 -7.1 -0.443
C -2.6347 -0.2839 -3.6766 0.1 -0.9 7.1 0.323
N -2.6175 -0.0386 -4.7660 0.1 1.1 -4.3 -0.512
H -2.6558 -1.7807 -2.3110 -0.5 0.6 0.8 0.346
H -1.5305 -0.6005 -1.7147 -1.7 0.5 -0.8 0.036
H -3.2432 -0.2953 -1.5915 -5.6 3.2 4.3 0.315
C -1.4654 -4.4850 -0.6375 -4.5 1.1 -3.5 -0.566
C -0.9946 -5.3161 0.4137 1.9 -2.9 3.7 0.242
O 0.0450 -6.2139 -0.0628 -0.7 1.4 -2.1 -0.563
H -2.2157 -5.0121 -1.3797 1.6 0.5 1.3 0.384
H -0.7042 -4.0541 -1.2481 0.9 0.1 -0.3 0.080
H -2.0962 -3.6119 -0.3172 0.8 -0.8 0.3 -0.031
H -1.6955 -6.0886 0.8721 0.0 1.8 -0.3 0.333
H -0.5428 -4.6520 1.2109 -0.6 -0.7 -0.5 -0.113
H 0.5192 -6.6107 0.6336 0.6 -0.6 1.4 0.292
C 1.4994 -1.8984 -2.6477 1.2 4.5 4.1 -2.343
C 2.2611 -0.6564 -2.3242 0.9 0.5 2.1 0.962
O 3.0565 -0.2804 -3.4203 3.0 1.5 -0.1 -0.615
H 1.0156 -2.0196 -3.4542 -3.9 0.5 -6.4 0.934
H 0.8734 -2.1155 -1.8796 -2.2 -0.4 2.5 0.094
H 2.0724 -2.6684 -2.6905 4.5 -4.9 0.0 0.857
H 2.9262 -0.9120 -1.3768 -1.3 0.7 -1.8 0.109
H 1.6325 0.2404 -2.0741 0.1 -0.9 0.2 -0.378
H 3.9086 0.2079 -3.1051 -2.4 -1.4 -0.7 0.354
C 1.1607 -2.2730 5.1887 1.7 -3.6 0.0 -1.043
C -0.0723 -2.9463 4.6710 1.4 -0.9 -2.1 0.834
O -0.7054 -3.5005 5.7314 -1.2 -0.9 1.8 -0.589
H 1.8679 -2.9552 5.7783 -0.7 0.1 -1.6 0.386
H 1.1587 -1.5464 5.9055 -1.5 2.5 1.6 0.553
H 1.5476 -1.8977 4.2981 1.7 0.8 -1.3 -0.143
H 0.2104 -3.8535 3.8219 -0.6 2.6 2.0 0.014
H -0.6115 -2.1231 4.1860 -0.5 -0.5 -0.3 -0.328
H -1.6221 -3.6705 5.5504 -0.5 -0.3 -0.2 0.346
C 4.5105 -0.9821 4.6496 -1.9 1.7 0.9 -0.830
C 3.7631 -0.3051 3.4991 1.8 5.0 -0.1 -0.136
O 3.6948 -1.1092 2.4092 -1.9 -1.2 -1.8 -0.495
H 4.3940 -0.2175 5.5535 1.1 -1.7 -1.7 0.257
H 5.5211 -1.2459 4.2754 -0.6 0.1 0.9 0.321
H 3.8456 -1.8365 4.9353 1.1 0.3 -0.2 0.118
H 4.2678 0.7487 3.0998 0.5 -2.1 1.0 0.189
H 2.9260 0.3692 3.7683 -1.0 -1.8 0.4 0.263
H 2.8747 -0.9118 1.8836 0.9 -0.3 0.7 0.201